(1)
A structure of composition C40H31F10LiN4OP. Source: OMol25; level of theory: ωB97M-V/def2-TZVPD.

Geometry as XYZ:
```
88
Properties=species:S:1:pos:R:3:forces:R:3:mulliken_charge:R:1
Li -0.732862 0.287115 0.985655 -0.06 0.04 0.03 0.948
C -0.986655 3.443200 1.420727 0.08 -0.11 -0.01 -1.307
N -1.678736 2.167122 1.397478 -0.34 -0.18 0.15 1.096
C -2.184188 1.809104 2.736602 0.10 0.00 -0.14 -1.146
C -1.110110 1.081357 3.534152 0.04 -0.18 -0.09 -0.671
N -0.977813 -0.273057 2.989862 -0.12 0.34 0.18 -0.468
C -0.362626 -1.168342 3.767095 0.21 0.15 -0.22 0.177
C -0.454682 -2.557914 3.469683 -0.06 0.12 -0.04 -0.208
F -1.181297 -2.927730 2.399547 -0.14 -0.06 -0.18 -0.045
C 0.124113 -3.554958 4.212882 -0.04 0.03 -0.08 -0.441
F -0.062443 -4.839721 3.868112 -0.03 -0.15 -0.05 -0.336
C 0.884227 -3.262386 5.331026 0.00 -0.01 0.02 0.823
F 1.439676 -4.242335 6.073711 0.06 -0.11 0.09 -0.355
C 1.048458 -1.935232 5.652821 -0.02 0.10 -0.13 -0.249
F 1.827430 -1.609701 6.697017 0.12 0.09 0.18 -0.339
C 0.474016 -0.932392 4.894071 -0.11 -0.10 -0.02 0.872
F 0.823281 0.336415 5.225451 0.08 0.09 0.14 -0.383
C -2.701606 2.132776 0.352097 0.07 -0.10 0.08 -0.929
C -2.100137 2.041421 -1.042916 0.20 -0.14 -0.01 -1.041
N -1.200963 0.896516 -1.103429 -0.14 -0.04 -0.10 0.673
C -0.791194 0.475399 -2.289112 -0.10 0.11 0.03 -2.115
C 0.116044 -0.763193 -2.181307 0.14 0.12 0.00 1.709
F 0.292407 -2.456256 -0.463419 -0.14 0.11 -0.17 -0.452
C 0.908249 -1.290998 -3.458574 0.06 -0.15 0.12 1.837
F 1.849975 -3.408697 -2.802690 -0.13 0.07 -0.16 -0.377
C 0.507321 -0.613298 -4.717322 0.02 0.01 0.10 -0.220
F 1.010089 -1.105184 -5.889356 0.08 -0.04 -0.04 -0.432
C -0.330741 0.424342 -4.725204 -0.04 -0.01 0.23 0.460
F -0.624230 1.009692 -5.894829 -0.09 0.14 -0.20 -0.386
C -0.946522 0.989675 -3.559715 -0.02 -0.17 0.04 -0.157
F -1.582296 2.187063 -3.795554 -0.03 0.09 0.03 -0.458
H -1.685339 4.269756 1.633710 0.00 0.02 0.01 0.272
H -0.501634 3.635896 0.464000 0.00 -0.02 0.02 0.143
H -0.215995 3.435043 2.192558 -0.01 -0.01 -0.03 0.299
H -3.015418 1.113045 2.617659 -0.06 0.02 -0.03 0.290
H -2.555174 2.697273 3.272551 0.04 0.05 -0.03 0.394
H -1.396077 1.076419 4.596101 -0.04 0.01 -0.06 0.686
H -0.177029 1.663021 3.465466 -0.06 -0.04 0.06 0.154
H -3.373053 3.006065 0.411298 -0.04 0.04 0.03 0.265
H -3.301982 1.232055 0.515612 0.05 0.05 0.02 0.051
H -1.588674 2.979331 -1.297486 0.00 0.02 -0.02 0.269
H -2.933209 1.950379 -1.748344 -0.03 0.00 -0.07 0.508
C -5.955359 -3.394841 0.224632 0.00 0.00 -0.01 -0.103
C -6.105364 -2.023210 0.087838 0.00 -0.03 0.01 -0.886
C -4.962926 -1.236969 0.034501 0.12 -0.07 0.01 -0.089
N -3.726637 -1.728266 0.116988 -0.12 -0.05 -0.08 0.129
C -3.595440 -3.048946 0.246844 -0.04 0.14 0.08 -0.190
C -4.675423 -3.919714 0.303229 -0.01 -0.02 0.01 -1.136
H -6.822432 -4.043361 0.268344 0.02 0.01 0.00 0.380
H -7.086458 -1.568952 0.024258 0.05 0.00 -0.01 0.397
H -5.044663 -0.159932 -0.082332 0.02 -0.04 0.01 0.373
H -2.580864 -3.425448 0.321344 0.00 0.03 0.06 0.741
H -4.508691 -4.984175 0.413361 0.00 0.05 0.00 0.397
O 1.108302 0.547266 0.911698 0.43 0.00 -0.08 0.512
P 1.921550 0.750947 -0.320385 0.16 -0.07 0.01 0.656
C 1.496365 -0.291974 -1.704821 -0.31 0.01 0.04 -0.061
C -0.598021 -1.856390 -1.381436 0.25 -0.12 0.06 1.604
C -1.142697 -2.932881 -2.279531 -0.08 -0.02 0.01 -0.949
C -0.462888 -3.375493 -3.326582 0.04 -0.07 -0.06 -0.899
C 0.889893 -2.809892 -3.645232 -0.01 -0.01 0.20 -0.293
C 2.151705 -0.734290 -2.777296 0.09 -0.07 -0.09 -2.039
C 1.937060 2.452444 -0.930971 0.01 0.08 0.04 0.654
C 2.326171 3.434633 -0.016358 -0.03 -0.04 -0.02 -0.549
C 2.387269 4.762526 -0.404402 -0.01 0.02 0.00 -0.658
C 2.053755 5.119371 -1.707340 -0.01 -0.03 -0.02 -0.596
C 1.661758 4.148185 -2.617743 -0.03 -0.01 0.03 -0.589
C 1.606339 2.812228 -2.233645 0.00 0.00 0.04 -0.273
C 3.664639 0.374921 -0.014862 0.02 -0.06 0.07 0.557
C 3.963326 -0.458802 1.061970 0.01 0.05 -0.03 -0.751
C 5.281032 -0.822075 1.310682 -0.07 0.02 0.01 -0.629
C 6.296529 -0.359465 0.484715 0.01 -0.01 -0.01 -0.487
C 6.001341 0.470408 -0.590000 -0.05 0.05 0.00 -0.728
C 4.686934 0.843115 -0.838450 0.00 -0.04 0.05 -0.613
H -1.397364 -1.411244 -0.798130 -0.02 0.04 0.08 -0.264
H -2.103230 -3.366879 -2.018971 0.08 0.04 -0.04 0.295
H -0.845689 -4.182137 -3.944346 0.03 0.06 0.05 0.395
H 1.194468 -3.052383 -4.657929 0.06 -0.06 -0.10 0.735
H 3.185926 -0.679777 -3.104065 -0.12 0.03 0.06 0.475
H 2.564512 3.148714 1.003748 0.00 0.03 -0.05 0.449
H 2.686083 5.522870 0.307945 -0.01 -0.04 -0.02 0.414
H 2.092071 6.159951 -2.008977 0.01 -0.04 0.01 0.376
H 1.382816 4.425325 -3.627622 0.02 -0.02 0.04 0.474
H 1.277883 2.057129 -2.939889 0.05 0.07 0.04 0.221
H 3.155279 -0.801938 1.699123 0.05 -0.01 -0.02 0.515
H 5.511942 -1.464486 2.152203 -0.01 0.02 -0.04 0.426
H 7.324828 -0.642746 0.680289 -0.05 0.01 -0.01 0.365
H 6.796201 0.838307 -1.227750 -0.02 -0.02 0.01 0.395
H 4.455572 1.510241 -1.662335 0.02 -0.02 0.01 0.433
```
Positions in Å, forces in eV/Å.

charge = -1

***

(2)
A cluster of 5 separate species, C17H35ClN7O12P2S in total at a distorted geometry. Source: OMol25; level of theory: ωB97M-V/def2-TZVPD.

Geometry as XYZ:
```
75
Properties=species:S:1:pos:R:3:forces:R:3:mulliken_charge:R:1
C -1.588432 -4.347818 -0.315339 -0.02 -0.26 0.54 -0.145
C -1.489462 -3.423460 0.441990 -0.55 0.45 -0.05 0.053
C -1.580056 -2.297717 1.398174 -0.05 -0.89 0.11 -1.752
N -1.129676 -1.005111 0.841894 1.21 -0.01 0.26 0.583
C -1.938668 0.012706 0.558817 -1.16 -0.66 0.04 0.409
N -1.638044 1.278721 0.142920 0.08 0.67 2.28 0.191
C -0.338668 1.931491 0.514811 1.33 0.12 -0.39 0.334
C 0.070310 1.817193 1.985517 -0.42 0.22 0.15 -1.284
C -0.142582 3.375531 0.013054 -0.45 0.21 -0.06 -1.656
C -0.563990 4.534915 0.934760 0.94 0.66 0.26 -0.278
C 0.642882 5.091138 1.745131 -0.37 -0.36 -0.05 -1.145
C -2.836805 2.108899 0.480705 -3.07 -2.11 -0.92 0.635
S -3.294307 3.491570 -0.643152 0.58 0.47 0.46 -0.086
C -3.098244 2.380146 1.952396 0.24 1.49 0.00 -0.725
C -3.868597 3.398112 2.363026 0.19 -0.58 0.10 -1.172
C -3.921967 1.050980 0.100568 1.46 0.91 0.60 -0.862
N -3.329478 -0.204881 0.700141 0.02 0.70 -2.69 0.112
P -4.024900 -1.454871 -0.325405 -1.32 -2.23 0.69 0.897
O -4.306321 -2.683204 0.419895 0.47 0.46 -0.01 -0.721
O -3.049072 -1.598474 -1.572196 -0.37 0.55 0.59 -0.333
O -5.410266 -0.864931 -0.901655 1.37 0.21 0.01 -0.527
P 0.653971 -0.918167 0.545213 0.62 0.17 -1.17 0.294
O 0.808260 -2.009912 -0.651978 0.04 0.24 1.21 -0.360
Cl 1.431347 -1.899564 2.177759 -0.29 -0.07 -0.15 -0.221
H -1.787911 -5.262033 -0.827479 0.21 0.14 -0.24 0.497
H -2.581797 -2.251242 1.824143 -0.06 0.14 -0.33 0.635
H -0.929775 -2.579226 2.229602 0.03 0.46 -0.01 0.535
H 0.425452 1.401244 -0.048791 -0.29 -0.13 -0.08 0.441
H -0.519255 2.461987 2.638912 -0.04 0.02 -0.15 0.389
H 1.097286 2.177838 2.063479 0.04 -0.22 -0.01 0.062
H -0.013652 0.812408 2.406378 0.17 0.01 -0.07 0.523
H -0.572867 3.495628 -0.982834 -0.09 -0.16 0.09 0.567
H 0.932169 3.482068 -0.146599 0.00 -0.16 0.07 0.742
H -0.942883 5.363910 0.335574 -0.20 -0.24 -0.12 0.479
H -1.328103 4.281030 1.666751 -0.23 -0.12 -0.33 0.083
H 0.676698 4.593596 2.716664 0.15 0.28 0.09 0.260
H 1.596965 4.884619 1.269230 -0.08 0.06 -0.13 0.177
H 0.575306 6.170886 1.874734 -0.13 -0.07 0.22 0.398
H -2.838443 2.950304 -1.789464 -0.06 -0.17 0.26 0.201
H -2.700008 1.718894 2.715942 0.88 0.32 -0.25 0.405
H -3.692842 3.825434 3.344381 -0.79 -0.62 0.35 0.293
H -4.695295 3.792426 1.779524 0.70 0.72 -0.42 0.315
H -4.893866 1.269551 0.521043 -0.06 -0.01 -0.16 0.298
H -3.887302 1.055901 -0.989050 -0.48 -0.53 0.05 0.623
H -2.793805 -2.536217 -1.707631 0.07 0.21 -0.16 0.367
H -5.397551 -0.978263 -1.864010 -0.27 0.18 -0.01 0.340
H 0.775043 -2.921859 -0.316662 -0.19 -0.15 -0.41 0.302
C 5.134515 2.531844 1.874514 0.10 0.06 0.10 -0.673
N 3.913561 3.379187 1.797954 0.15 -0.06 0.03 0.886
O 3.523166 3.906018 2.817732 -0.02 -0.04 -0.09 -0.516
O 3.382920 3.484693 0.706235 0.02 -0.10 0.05 -0.505
H 5.490458 2.528444 2.895332 -0.08 -0.01 0.03 0.263
H 4.858271 1.531075 1.556548 0.02 0.02 -0.08 0.265
H 5.870668 2.961775 1.201314 -0.07 -0.05 -0.10 0.292
C -0.871484 -3.714620 -5.031912 0.20 0.07 0.15 -0.604
N -2.085213 -4.118400 -4.277434 0.00 0.00 -0.11 0.835
O -2.305927 -3.572816 -3.204991 0.08 -0.11 -0.03 -0.631
O -2.784799 -4.969839 -4.765275 -0.03 -0.02 0.05 -0.515
H -0.354001 -2.948545 -4.465540 -0.06 -0.01 0.04 0.267
H -0.252158 -4.607541 -5.159294 -0.27 0.35 -0.03 0.172
H -1.199114 -3.336277 -5.996062 -0.02 -0.12 -0.04 0.323
C 7.473374 2.363708 5.841751 0.11 0.05 0.11 -0.733
N 7.639037 1.301157 4.811966 0.06 -0.03 0.05 0.855
O 8.727904 0.794443 4.690783 -0.01 -0.02 -0.03 -0.501
O 6.653414 1.010881 4.155305 0.00 0.04 0.04 -0.528
H 8.424938 2.509286 6.338582 0.02 -0.04 -0.04 0.324
H 7.154474 3.267288 5.330350 -0.09 -0.03 0.00 0.279
H 6.712715 2.025044 6.538575 -0.07 0.03 -0.06 0.287
C 0.254664 -7.980445 -7.064406 0.05 -0.12 0.15 -0.694
N 0.434767 -6.505067 -7.003923 0.02 -0.01 0.01 0.881
O 0.810250 -6.016287 -5.949927 0.16 -0.32 -0.09 -0.589
O 0.194706 -5.875936 -8.005631 -0.03 0.05 -0.02 -0.493
H 0.506410 -8.397275 -6.096772 0.01 0.06 0.01 0.313
H -0.784473 -8.168653 -7.317186 0.02 0.03 -0.10 0.283
H 0.916159 -8.355320 -7.839475 -0.07 0.03 -0.07 0.281
```
Positions in Å, forces in eV/Å.

charge = +1

***

Number 1: HOMO level -3.72 eV, LUMO 0.0890 Ha. Number 2: HOMO level -11.98 eV, LUMO -0.1036 Ha.